[1]
C51H116N15O15 | ωB97M-V/def2-TZVPD

ORCA input file:
```
! RIJCOSX wB97M-V def2-TZVPD def2/J DEFGRID3
* xyz -1 1
C -0.472 1.198 1.451
C -0.123 -0.281 1.051
C -1.033 -0.717 -0.195
C -0.657 -0.182 -1.566
C 0.849 -0.407 -1.838
C 1.806 0.070 -0.646
N 1.342 -0.427 0.689
O 2.376 -0.383 1.767
C 1.979 1.626 -0.788
C 3.185 -0.515 -0.968
C -0.556 -1.255 2.172
H -1.462 1.246 1.904
H -0.409 1.857 0.584
H 0.260 1.574 2.167
H -2.068 -0.390 -0.093
H -1.112 -1.800 -0.280
H -0.872 0.886 -1.532
H -1.241 -0.649 -2.360
H 1.104 0.075 -2.782
H 1.033 -1.421 -2.193
H 1.047 2.045 -1.169
H 2.806 1.914 -1.437
H 2.186 2.185 0.125
H 4.022 -0.243 -0.324
H 3.464 -0.302 -2.000
H 3.153 -1.604 -0.962
H -1.624 -1.325 2.378
H -0.041 -1.077 3.116
H -0.284 -2.244 1.803
C 1.244 1.691 5.044
C 1.897 2.870 4.336
O 1.959 3.849 5.089
N 2.421 2.803 3.100
C 2.965 3.934 2.359
H 1.040 0.903 4.318
H 0.421 2.086 5.640
H 1.925 1.261 5.779
H 2.348 1.958 2.552
H 3.965 3.760 1.963
H 2.974 4.855 2.943
H 2.319 4.134 1.504
C 5.196 0.381 4.110
C 5.816 0.995 2.868
O 7.022 1.233 2.904
N 5.077 1.219 1.814
C 5.537 1.848 0.590
H 4.393 -0.256 3.739
H 4.805 1.114 4.816
H 5.837 -0.310 4.656
H 4.149 0.822 1.767
H 6.127 1.223 -0.080
H 6.104 2.721 0.914
H 4.689 2.122 -0.037
C 2.087 5.127 -1.521
C 2.642 6.078 -2.607
O 2.735 5.725 -3.793
N 3.003 7.311 -2.186
C 3.453 8.454 -3.009
H 1.884 5.694 -0.612
H 2.884 4.404 -1.354
H 1.135 4.724 -1.867
H 2.990 7.446 -1.186
H 2.984 8.587 -3.984
H 4.505 8.372 -3.281
H 3.276 9.348 -2.411
C -1.697 3.954 4.164
C -2.387 4.657 3.020
O -3.578 4.869 3.167
N -1.707 5.081 1.985
C -0.269 4.948 1.814
H -1.180 4.621 4.854
H -0.978 3.249 3.747
H -2.444 3.385 4.718
H -2.216 5.583 1.271
H 0.323 5.027 2.726
H 0.117 5.827 1.300
H 0.056 4.055 1.281
C 2.482 -3.183 3.946
C 3.690 -3.580 3.154
O 4.220 -4.714 3.265
N 4.074 -2.727 2.167
C 5.154 -2.937 1.189
H 1.607 -3.753 3.633
H 2.185 -2.142 3.821
H 2.659 -3.340 5.010
H 3.525 -1.940 1.852
H 6.050 -3.472 1.502
H 5.628 -1.976 0.987
H 4.886 -3.341 0.213
C -3.073 -4.007 0.653
C -4.072 -5.127 0.988
O -5.271 -5.043 0.767
N -3.550 -6.224 1.629
C -4.437 -7.216 2.217
H -3.256 -3.104 1.236
H -3.053 -3.707 -0.395
H -2.071 -4.286 0.979
H -2.574 -6.269 1.884
H -4.989 -7.817 1.495
H -5.200 -6.658 2.760
H -3.937 -7.914 2.888
C 3.610 -1.744 -8.720
C 3.353 -1.566 -7.226
O 2.260 -1.877 -6.776
N 4.349 -1.159 -6.418
C 4.324 -1.191 -4.957
H 4.058 -2.697 -8.998
H 4.220 -0.963 -9.174
H 2.624 -1.710 -9.184
H 5.280 -1.219 -6.805
H 3.585 -0.471 -4.605
H 5.346 -1.032 -4.615
H 3.960 -2.134 -4.550
C -3.645 -0.156 -4.673
C -5.113 0.132 -4.130
O -5.808 -0.820 -3.777
N -5.526 1.362 -4.137
C -4.795 2.585 -4.440
H -3.402 0.458 -5.540
H -3.648 -1.189 -5.022
H -3.005 0.048 -3.815
H -6.499 1.450 -3.882
H -4.898 3.314 -3.636
H -5.087 3.054 -5.380
H -3.735 2.381 -4.591
C -2.162 -0.252 5.486
C -2.543 0.919 6.439
O -1.653 1.344 7.200
N -3.688 1.530 6.257
C -4.244 2.437 7.261
H -2.827 -0.336 4.627
H -2.150 -1.210 6.006
H -1.148 -0.166 5.095
H -4.252 1.145 5.512
H -5.220 2.109 7.619
H -4.290 3.395 6.742
H -3.622 2.494 8.154
C -2.394 4.147 -2.090
C -2.034 5.602 -1.785
O -2.455 6.116 -0.761
N -1.312 6.270 -2.707
C -0.857 7.671 -2.480
H -3.194 3.834 -1.419
H -1.474 3.564 -2.116
H -2.873 4.016 -3.061
H -0.869 5.716 -3.426
H -0.069 7.716 -1.729
H -1.662 8.319 -2.131
H -0.365 8.150 -3.326
C -1.023 -8.014 -0.306
C -0.455 -6.700 -0.786
O -0.457 -6.400 -1.982
N 0.132 -5.907 0.101
C 0.853 -4.617 -0.161
H -0.348 -8.385 0.465
H -1.081 -8.731 -1.125
H -1.987 -7.952 0.200
H 0.012 -6.158 1.072
H 0.424 -3.946 0.583
H 0.805 -4.332 -1.212
H 1.897 -4.738 0.125
C -4.632 -4.618 7.972
C -3.829 -3.935 6.920
O -2.831 -3.361 7.237
N -4.079 -4.179 5.649
C -3.186 -3.613 4.582
H -4.042 -5.166 8.706
H -5.352 -5.353 7.613
H -5.198 -3.845 8.493
H -4.871 -4.779 5.466
H -3.428 -4.197 3.694
H -2.157 -3.923 4.764
H -3.360 -2.554 4.390
C -0.517 1.809 -4.737
C 0.149 3.131 -4.608
O -0.476 4.188 -4.590
N 1.458 3.179 -4.580
C 2.390 2.042 -4.877
H -0.728 1.301 -3.797
H -0.116 1.102 -5.464
H -1.490 2.034 -5.174
H 1.858 4.095 -4.434
H 3.136 2.240 -5.647
H 1.932 1.110 -5.208
H 2.885 1.829 -3.929
C -1.994 -3.535 -3.370
C -2.284 -4.415 -4.522
O -2.829 -3.948 -5.532
N -1.800 -5.686 -4.559
C -2.006 -6.614 -5.692
H -1.843 -4.037 -2.415
H -2.753 -2.759 -3.273
H -0.993 -3.107 -3.417
H -1.278 -5.989 -3.749
H -2.524 -7.527 -5.400
H -1.036 -6.894 -6.104
H -2.590 -6.247 -6.536
*
```

As for the highest occupied orbital energy: -4.28 eV. For the frontier orbital gap, the calculation gives 5.87 eV. The energy above the lowest of the compared OMol25 structures with the same formula, charge and spin comes out at 92.4 kcal per mole. For the lowest unoccupied orbital energy, the calculation gives 1.590 eV.

[2]
C51H123N8O10Y | ωB97M-V/def2-TZVPD

ORCA input file:
```
! RIJCOSX wB97M-V def2-TZVPD def2/J DEFGRID3
* xyz 1 2
Y 0.845 1.791 -3.046
C -0.695 0.535 0.963
C 0.561 0.104 0.166
C 0.338 -1.383 -0.209
O 0.947 0.946 -0.862
H -0.925 -0.024 1.870
H -1.586 0.532 0.335
H -0.730 1.582 1.264
H 1.398 0.206 0.858
H 0.474 -2.021 0.664
H 1.153 -1.618 -0.894
H -0.618 -1.572 -0.697
C 4.519 -2.597 -1.262
O 4.296 -1.410 -0.522
H 4.727 -2.304 -2.291
H 5.384 -3.182 -0.950
H 3.620 -3.211 -1.207
H 4.594 -1.648 0.359
C 6.305 1.474 0.568
C 4.952 1.915 1.030
C 4.724 3.464 1.178
O 5.492 4.032 2.237
C 5.281 5.440 2.336
N 3.951 1.235 0.167
H 6.405 0.390 0.511
H 7.079 1.786 1.269
H 6.454 1.975 -0.389
H 4.709 1.497 2.007
H 3.649 3.606 1.291
H 5.004 3.919 0.228
H 4.307 5.798 2.667
H 5.528 5.838 1.352
H 6.000 5.831 3.056
H 3.016 1.179 0.545
H 4.194 0.264 0.034
C 0.513 4.441 2.716
C -0.545 4.681 3.815
C -2.005 4.595 3.259
O -2.316 5.673 2.382
C -3.664 5.696 1.910
N -0.399 3.830 4.945
H 1.475 4.534 3.220
H 0.428 5.125 1.871
H 0.563 3.443 2.280
H -0.375 5.672 4.237
H -2.756 4.535 4.047
H -2.126 3.651 2.726
H -3.945 6.645 1.453
H -4.296 5.606 2.793
H -3.865 4.864 1.234
H -0.014 2.985 4.547
H 0.399 4.189 5.449
C 3.324 5.158 -1.509
C 2.291 4.053 -1.655
C 0.883 4.495 -1.248
O -0.143 3.665 -1.804
C -1.421 3.919 -1.294
N 2.237 3.699 -3.048
H 4.213 4.724 -1.967
H 3.572 5.397 -0.475
H 3.033 6.061 -2.046
H 2.665 3.206 -1.079
H 0.760 5.551 -1.489
H 0.796 4.435 -0.163
H -1.497 4.097 -0.222
H -2.062 3.047 -1.419
H -1.856 4.829 -1.709
H 3.198 3.504 -3.291
H 2.189 4.562 -3.570
C -1.658 4.013 -6.143
C -1.283 3.394 -4.727
C -2.078 2.120 -4.414
O -1.454 1.471 -3.282
C -2.310 0.514 -2.652
N 0.118 3.010 -4.917
H -1.153 4.977 -6.199
H -2.736 4.155 -6.231
H -1.242 3.402 -6.944
H -1.349 4.174 -3.969
H -2.172 1.370 -5.199
H -3.056 2.560 -4.223
H -1.721 -0.065 -1.941
H -2.676 -0.184 -3.405
H -3.132 0.980 -2.108
H 0.633 3.841 -5.174
H 0.145 2.515 -5.797
C 5.694 0.609 -3.286
C 4.499 1.424 -3.728
C 4.034 1.249 -5.199
O 3.003 2.256 -5.399
C 2.930 2.490 -6.802
N 3.377 1.106 -2.838
H 6.569 1.209 -3.534
H 5.719 -0.424 -3.632
H 5.711 0.486 -2.203
H 4.684 2.485 -3.559
H 3.686 0.252 -5.470
H 4.872 1.429 -5.873
H 2.035 3.065 -7.040
H 2.927 1.595 -7.425
H 3.801 3.093 -7.060
H 3.346 0.102 -2.733
H 3.683 1.288 -1.893
C -7.435 -1.526 -1.637
C -6.650 -1.452 -0.327
C -5.417 -2.419 -0.554
C -4.272 -2.267 0.491
C -3.896 -0.834 0.785
C -5.168 0.060 1.013
N -6.178 -0.105 -0.038
O -7.238 0.873 -0.021
C -5.690 -0.159 2.408
C -4.628 1.509 0.941
C -7.583 -2.035 0.779
H -7.744 -2.535 -1.908
H -6.929 -0.924 -2.391
H -8.374 -0.977 -1.567
H -5.750 -3.427 -0.307
H -5.026 -2.438 -1.572
H -3.356 -2.760 0.167
H -4.567 -2.868 1.352
H -3.289 -0.503 -0.057
H -3.359 -0.860 1.733
H -6.741 0.112 2.509
H -5.585 -1.160 2.828
H -5.186 0.400 3.196
H -4.536 1.713 -0.126
H -5.352 2.238 1.306
H -3.695 1.760 1.446
H -8.098 -2.965 0.538
H -8.265 -1.247 1.100
H -6.942 -2.337 1.606
H -7.227 1.302 -0.880
C -1.775 -8.718 -0.021
C -1.766 -7.817 -1.279
C -3.204 -7.088 -1.292
C -3.300 -6.001 -2.363
C -2.195 -5.004 -2.085
C -0.738 -5.583 -2.017
N -0.702 -6.801 -1.136
O 0.471 -7.394 -1.040
C -0.271 -5.796 -3.453
C 0.099 -4.449 -1.519
C -1.702 -8.778 -2.469
H -2.637 -9.381 -0.088
H -1.768 -8.153 0.911
H -0.843 -9.284 -0.011
H -4.024 -7.780 -1.481
H -3.387 -6.579 -0.346
H -4.310 -5.593 -2.314
H -3.241 -6.451 -3.354
H -2.427 -4.716 -1.060
H -2.269 -4.186 -2.802
H 0.717 -6.257 -3.439
H -0.939 -6.363 -4.101
H -0.102 -4.811 -3.888
H 1.155 -4.634 -1.718
H -0.090 -3.467 -1.953
H -0.134 -4.279 -0.467
H -2.599 -9.393 -2.537
H -0.830 -9.431 -2.435
H -1.726 -8.195 -3.390
H 0.799 -6.952 -0.254
C 1.955 -3.540 6.153
C 1.570 -2.236 5.470
C 0.510 -1.435 6.292
C 0.349 -0.004 5.858
C 1.785 0.699 5.916
C 2.803 0.044 4.941
N 2.757 -1.352 5.226
O 3.736 -2.078 4.597
C 2.410 0.323 3.461
C 4.228 0.579 5.243
C 0.891 -2.550 4.138
H 2.340 -4.286 5.458
H 1.161 -3.875 6.819
H 2.771 -3.337 6.847
H -0.526 -1.731 6.124
H 0.720 -1.564 7.354
H -0.289 0.548 6.549
H -0.085 0.097 4.863
H 2.117 0.691 6.954
H 1.626 1.765 5.757
H 3.197 -0.070 2.817
H 1.357 0.114 3.272
H 2.484 1.396 3.285
H 4.083 1.656 5.329
H 4.580 0.262 6.224
H 4.887 0.428 4.388
H 1.617 -2.889 3.399
H 0.273 -1.730 3.772
H 0.204 -3.390 4.246
H 4.350 -2.264 5.312
*
```

As for the highest occupied orbital energy (alpha / beta): -5.99 / -9.43 eV. For the frontier orbital gap (alpha / beta), the calculation gives 3.87 / 7.22 eV. For the lowest unoccupied orbital energy (alpha / beta), the calculation gives -2.123 / -2.216 eV.

Which formula does entry 1 have? C51H116N15O15